DFT (ωB97M-V/def2-TZVPD) results for a molecular structure, C48H52Cl3N4O7P2V at a distorted geometry.

Structure (XYZ):
```
117
Properties=species:S:1:pos:R:3:forces:R:3
V -0.451900 0.136300 -0.180500 -2.00 2.34 1.54
C 4.354700 0.507900 3.371000 0.47 -0.35 -0.08
N 2.950900 0.832000 3.214600 -0.29 0.03 -0.18
C 2.409000 1.777900 4.167000 -0.37 0.32 0.15
C 2.169000 0.297900 2.289600 0.33 -0.27 0.08
O 0.961700 0.559900 2.160700 -0.40 -0.08 -0.43
C 2.779800 -0.739500 1.349200 0.16 0.23 0.12
O 1.744400 -1.310000 0.564500 -0.40 0.11 -0.28
C 1.133300 -2.424000 1.163000 0.06 -0.19 -0.07
C -0.386100 -2.376800 1.036500 1.14 -2.63 0.84
O -0.941600 -1.300300 0.697700 -1.26 -1.39 0.60
N -1.042900 -3.485300 1.319100 0.21 1.31 -0.49
C -2.465500 -3.616600 1.085400 -0.68 0.15 -0.15
C -0.434000 -4.702500 1.820700 0.40 -0.53 0.18
H 4.786500 1.189800 4.100200 -0.02 -0.02 -0.09
H 4.493000 -0.508100 3.748100 0.01 0.02 0.00
H 4.899800 0.621200 2.435100 0.03 0.02 -0.02
H 2.493300 1.376600 5.178300 -0.02 0.00 -0.01
H 2.957200 2.717400 4.119300 0.06 0.02 -0.03
H 1.363800 1.958100 3.931400 0.20 0.02 0.07
H 3.480200 -0.259500 0.661800 -0.03 -0.08 0.14
H 3.312700 -1.519300 1.903000 0.02 0.10 -0.06
H 1.484500 -3.329000 0.644900 -0.09 0.13 0.24
H 1.397800 -2.483500 2.228100 -0.13 -0.10 -0.13
H -2.884200 -2.659500 0.790000 -0.01 -0.10 0.04
H -2.635600 -4.347600 0.292900 0.08 0.02 0.00
H -2.958700 -3.958200 1.994800 0.11 0.04 -0.06
H 0.575800 -4.558700 2.185700 0.01 0.09 0.01
H -1.035800 -5.075800 2.649700 -0.02 0.11 -0.03
H -0.421900 -5.470300 1.045000 -0.02 0.08 -0.06
O -3.617400 2.012800 0.187200 0.05 0.32 0.01
C -4.303000 2.105100 -0.989800 -0.04 -0.04 -0.83
C -5.655800 2.407000 -1.136600 0.08 -0.15 0.30
C -6.203500 2.534000 -2.399600 0.17 -0.09 -0.08
C -5.415800 2.378100 -3.530900 0.05 -0.04 -0.10
C -4.093800 2.002300 -3.391300 -0.07 0.14 0.05
C -3.537900 1.825700 -2.126500 0.06 0.26 0.82
P -1.974700 0.867000 -2.089400 -0.98 0.05 -0.78
C -2.752100 -0.655500 -2.723700 0.22 -0.18 0.02
C -2.995300 -0.958400 -4.061900 0.11 0.12 0.16
C -3.743000 -2.082400 -4.384500 0.00 -0.02 -0.07
C -4.264700 -2.893800 -3.390200 0.06 0.03 0.10
C -4.062000 -2.565500 -2.056500 -0.09 -0.01 -0.03
C -3.311300 -1.454300 -1.727700 0.19 0.26 -0.04
C -0.992100 1.795900 -3.299000 0.09 -0.21 0.04
C -0.785300 3.147300 -3.001200 -0.06 -0.14 0.09
C -0.061100 3.949500 -3.860300 0.06 0.01 -0.06
C 0.438000 3.419900 -5.044200 -0.11 -0.09 0.07
C 0.228000 2.085800 -5.349900 -0.03 0.09 -0.08
C -0.465500 1.266200 -4.472900 -0.23 0.07 0.10
C -4.216100 2.288100 1.398200 -0.22 -0.45 0.85
C -5.158600 3.284100 1.634000 0.26 0.11 -0.21
C -5.729600 3.393500 2.890000 0.12 -0.08 0.00
C -5.350400 2.537900 3.914000 0.07 -0.04 0.10
C -4.318500 1.638900 3.713900 -0.18 0.05 -0.05
C -3.740200 1.508800 2.455700 -0.20 -0.04 -1.00
P -2.088300 0.717100 2.236900 -0.66 0.58 0.98
C -1.383900 2.055600 3.305400 0.26 -0.13 -0.04
C -0.934400 1.862800 4.606100 -0.06 0.09 -0.10
C -0.569400 2.953000 5.386900 -0.07 -0.07 0.01
C -0.630600 4.239100 4.880100 0.00 -0.01 -0.03
C -1.093400 4.441700 3.587900 0.06 0.05 0.00
C -1.480100 3.364300 2.812200 -0.02 -0.09 0.12
C -2.278000 -0.766300 3.281900 0.18 -0.01 -0.33
C -3.524100 -1.393500 3.323700 0.05 0.16 -0.08
C -3.713800 -2.531600 4.085400 0.02 -0.04 0.03
C -2.657600 -3.061400 4.810100 -0.06 0.00 0.00
C -1.407200 -2.464000 4.750200 0.11 -0.10 -0.01
C -1.207100 -1.337500 3.969000 -0.02 0.06 -0.06
H -6.296200 2.504900 -0.274500 0.02 0.04 -0.05
H -7.255600 2.752600 -2.496500 -0.08 0.06 -0.01
H -5.836800 2.504900 -4.516400 -0.03 0.05 -0.06
H -3.486700 1.831200 -4.267500 0.00 -0.01 -0.12
H -2.634900 -0.318500 -4.853600 0.01 0.02 -0.05
H -3.935700 -2.312400 -5.421100 -0.01 -0.02 -0.11
H -4.840800 -3.767500 -3.649000 -0.10 -0.07 -0.05
H -4.515900 -3.165400 -1.282800 -0.03 -0.09 0.09
H -3.155400 -1.165000 -0.690100 -0.13 -0.15 -0.04
H -1.227600 3.576500 -2.109700 -0.06 0.12 -0.01
H 0.109900 4.987600 -3.622800 -0.04 0.11 0.04
H 0.987700 4.048500 -5.725800 0.06 0.09 -0.09
H 0.606400 1.680600 -6.276500 0.05 -0.05 -0.05
H -0.597100 0.223000 -4.712900 -0.02 -0.06 -0.02
H -5.417000 3.997200 0.866200 -0.07 -0.05 -0.05
H -6.470100 4.157100 3.070200 -0.07 0.06 0.00
H -5.823200 2.609100 4.881400 -0.01 0.02 0.08
H -3.956900 1.044600 4.539600 0.05 -0.02 0.09
H -0.884400 0.871600 5.026200 0.00 -0.06 0.09
H -0.234700 2.788300 6.399000 0.03 -0.02 0.14
H -0.337900 5.082300 5.487500 0.00 0.04 0.06
H -1.171300 5.442800 3.192000 -0.03 0.09 -0.03
H -1.926300 3.557600 1.842600 0.00 0.02 0.01
H -4.352900 -0.978900 2.767300 -0.09 0.03 0.02
H -4.685900 -3.000400 4.111100 -0.09 -0.04 0.06
H -2.811200 -3.935700 5.421300 -0.01 -0.12 0.12
H -0.590400 -2.877800 5.323200 0.09 -0.03 0.04
H -0.225600 -0.887800 3.902100 0.08 0.05 0.04
N -0.207100 2.167000 0.350900 0.13 0.01 0.04
H -0.331600 2.330700 1.355400 0.03 -0.03 -0.30
H -0.769700 2.843700 -0.168100 0.09 -0.18 0.15
H 0.790500 2.355300 0.177100 -0.21 0.08 -0.01
C 1.631700 -3.300200 -2.350500 -0.09 0.06 0.06
C 0.323900 -2.603300 -2.622300 0.24 -0.53 -0.27
N -0.179200 -2.783700 -3.845900 -0.10 0.10 -0.17
O -0.278800 -1.956200 -1.761600 -0.03 0.44 0.70
H 2.219500 -3.414200 -3.256200 0.07 -0.05 -0.04
H 1.422100 -4.295500 -1.958700 -0.02 -0.08 0.04
H 2.209800 -2.738900 -1.620800 -0.01 0.05 0.02
H 0.307200 -3.327600 -4.539200 0.01 -0.04 0.05
H -1.072600 -2.381700 -4.095400 -0.03 -0.08 0.12
Cl 3.207700 2.208500 -3.323000 -0.11 -0.51 0.25
C 2.789700 0.657500 -2.542300 0.27 0.33 -0.43
Cl 1.932400 -0.382400 -3.659100 0.39 -0.07 -0.21
Cl 4.250500 -0.157800 -1.963600 -0.12 0.06 -0.03
C 1.920700 1.003500 -1.327300 3.38 1.91 0.86
O 2.396800 1.677600 -0.432300 -0.16 -0.51 -0.64
O 0.720900 0.592600 -1.306000 0.07 -0.85 -2.11
```
Positions in Å, forces in eV/Å.

As for the spin multiplicity: 2. As for the net charge: +3. The calculation puts the HOMO energy (spin up / spin down) at -15.078 / -15.079 eV.